Record 1
This record from the Open Molecules 2025 dataset describes a structure of composition C19H22N2SSr in a non-equilibrium geometry. The level of theory is ωB97M-V/def2-TZVPD.

```
45
Properties=species:S:1:pos:R:3:forces:R:3
S 0.6188 -0.3254 2.0924 0.58 -0.85 -1.38
H 3.8181 -0.4142 -2.6881 -0.13 0.58 -0.06
H -3.2228 1.4167 -1.0695 -0.53 -0.13 0.52
H -4.8603 -0.0646 1.1439 0.20 -0.23 -0.38
H 1.1266 0.3281 6.8622 -0.21 0.06 -0.20
C 2.1830 2.5530 -2.2464 0.06 -0.30 0.06
H -4.9789 1.2510 -1.0634 0.25 -0.32 0.41
H -0.6976 2.9756 0.7529 -0.24 0.19 0.04
Sr -1.1654 0.0021 -0.0723 0.68 0.05 0.22
C 2.9282 -2.4624 -1.4062 -0.50 0.31 0.17
C -1.6731 1.0972 5.0552 0.17 -0.06 0.14
C 3.0719 0.3136 -2.3696 -0.57 -0.28 0.39
C 0.0412 0.1285 3.6133 -0.79 0.64 1.90
C -4.0233 -0.0651 0.4276 -0.44 0.23 0.22
C 2.8590 -3.7679 -0.9219 -0.47 0.39 0.06
H -0.1145 -3.4318 0.6993 0.25 0.11 -0.40
H -4.1729 2.1111 0.2630 0.14 -0.45 -0.45
H 2.2196 3.6128 -2.4702 0.08 -0.12 0.02
C 1.1271 2.0471 -1.4963 0.23 -0.75 -0.16
H -4.1110 -0.9544 -0.2159 0.05 0.08 0.27
H -2.6778 1.5152 5.1784 0.37 -0.10 -0.01
H -3.1437 -0.1730 1.1010 -0.78 0.24 -0.25
C 1.8587 -1.5655 -1.1812 -0.37 -1.14 0.52
C 1.9775 -0.1417 -1.6092 -0.24 1.34 -0.30
H -2.4434 2.5771 1.0394 0.46 0.35 -0.17
C -0.8137 1.0071 6.1644 -0.03 -0.19 -0.37
H 1.8728 -0.4424 4.6154 -0.30 0.14 0.07
C -1.2664 0.6628 3.7927 0.66 -0.14 0.44
C 0.7301 -3.1964 0.0412 0.25 0.48 -0.58
H 3.6727 -4.4603 -1.1125 -0.13 0.05 0.05
N 1.0117 0.7340 -1.2157 0.74 -0.26 -0.46
H 1.6345 -5.1485 0.2467 0.12 0.41 -0.09
C 3.1574 1.6650 -2.6953 -0.14 -0.24 0.12
N 0.7318 -1.9547 -0.5080 1.39 -0.54 -0.23
H -1.8770 2.9961 -0.6335 0.03 0.24 0.47
C 0.4573 0.4288 6.0052 -0.37 0.20 0.00
H 3.9898 2.0032 -3.2978 -0.01 0.10 0.01
C -4.0920 1.2354 -0.4021 -0.29 0.18 -0.30
H 3.8011 -2.1101 -1.9563 -0.25 -0.37 0.31
H -1.1421 1.3738 7.1375 0.10 -0.14 -0.25
C 0.8806 -0.0093 4.7582 -0.60 0.26 -0.50
H 0.3349 2.6816 -1.1034 0.13 -0.14 -0.09
H -1.9366 0.7558 2.9242 0.36 0.04 0.46
C 1.7417 -4.1449 -0.1716 -0.19 0.45 -0.03
C -1.6009 2.5203 0.3284 0.26 -0.36 -0.20
```
Forces are in eV/Å.

Properties
- HOMO-LUMO gap: 5.520 eV
- ΔE to the lowest compared entry with this formula, charge and spin: 12.8 kJ/mol


Record 2
This record from the Open Molecules 2025 dataset describes a cluster of 2 separate species, C5H8N in total in a non-equilibrium geometry. The level of theory is ωB97M-V/def2-TZVPD.

```
14
Properties=species:S:1:pos:R:3:forces:R:3
C 1.1216 -0.3231 -1.0866 2.98 -4.30 -3.22
C 3.0451 -0.0464 0.6581 0.63 0.15 0.54
N 0.3481 0.0776 0.0366 1.73 2.48 0.24
C 1.8697 0.0604 0.1554 -2.71 -0.82 -1.19
H 1.1959 -1.8555 -1.5223 -0.56 4.52 1.66
H -0.7090 -0.6940 1.6963 0.30 0.16 0.88
C -0.2609 1.4362 0.2005 2.25 0.96 -2.30
H -0.0803 1.6803 1.1815 0.22 0.69 2.31
H 0.1537 2.2456 -0.4546 0.26 -1.16 0.45
C -0.4091 -0.9481 0.7088 0.08 -2.54 -2.17
H 1.4090 0.1827 -2.0586 -1.30 0.14 1.50
H 0.2826 -1.8566 0.5401 -1.82 0.97 1.00
H -1.2614 1.4277 -0.0196 -2.58 -0.59 -0.40
H -1.3202 -0.9748 0.0596 0.52 -0.65 0.70
```
Forces are in eV/Å.

Properties
- Total charge: +1
- HOMO-LUMO gap: 9.379 eV
- ΔE to the lowest compared entry with this formula, charge and spin: 894.2 kJ/mol


Record 3
This record from the Open Molecules 2025 dataset describes an isolated molecule of C5H8N2 in a non-equilibrium geometry. The level of theory is ωB97M-V/def2-TZVPD.

```
15
Properties=species:S:1:pos:R:3:forces:R:3
H 0.8082 -1.8031 1.6370 -0.08 0.36 -0.02
C 0.5802 -0.9053 1.0636 0.00 0.03 0.17
C -0.4242 2.4457 0.4972 -0.04 0.12 0.08
H 0.1875 -2.1076 -1.9558 -0.54 -0.25 0.28
C -0.0586 1.0108 0.3891 0.09 0.25 -0.09
H -0.7808 2.8500 -0.4559 0.06 -0.11 0.17
N 0.6225 -0.9547 -0.3035 -0.05 0.11 0.26
C -0.0211 -2.1129 -0.8779 0.17 -0.26 -0.11
H 0.3849 -3.0176 -0.4189 -0.04 0.03 -0.20
H 0.0348 0.5199 -1.7816 0.09 -0.08 0.28
N 0.1862 0.2427 1.5252 0.35 0.09 -0.08
C 0.1707 0.2844 -0.7314 0.07 0.17 0.12
H 0.4528 3.0195 0.8107 -0.15 0.06 0.01
H -1.0715 -1.9883 -0.5715 0.02 -0.63 -0.84
H -1.2001 2.5647 1.2546 0.03 0.12 -0.04
```
Forces are in eV/Å.

Properties
- HOMO-LUMO gap: 9.659 eV
- ΔE to the lowest compared entry with this formula, charge and spin: 51.5 kJ/mol


Record 4
This record from the Open Molecules 2025 dataset describes an isolated molecule of C5H10O2. The level of theory is ωB97M-V/def2-TZVPD.

```
17
Properties=species:S:1:pos:R:3:forces:R:3
C 0.2304 -0.4999 -0.4720 -0.03 -0.10 -0.12
C -2.1095 -0.4970 0.4926 0.08 -0.02 0.02
H 0.1397 -1.4605 -0.9968 0.04 0.06 0.15
O 0.7001 -0.6790 0.8881 0.00 -0.13 0.14
C 1.9482 -0.0218 0.6170 0.25 0.12 0.03
H -1.6783 -0.5221 1.4977 -0.06 -0.08 -0.13
H 2.1539 -0.1777 -1.5881 -0.17 0.04 0.06
H 2.8162 -0.6854 0.7349 -0.26 0.01 -0.08
H -1.5608 0.2480 -1.4644 0.30 0.02 0.22
H -0.2321 1.5353 0.6339 -0.29 0.03 0.08
H -2.3229 -1.5250 0.1751 0.09 0.16 0.01
H -3.0593 0.0487 0.5501 0.28 -0.04 -0.16
O -0.9300 1.5479 -0.0354 0.01 0.34 0.04
H 1.4112 1.3495 -1.0463 -0.17 -0.24 -0.02
C 1.5247 0.2852 -0.8257 0.05 0.01 -0.12
C -1.1248 0.2078 -0.4521 -0.05 -0.08 0.03
H 2.1002 0.8422 1.2794 -0.07 -0.11 -0.14
```
Forces are in eV/Å.

Properties
- HOMO-LUMO gap: 10.810 eV
- ΔE to the lowest compared entry with this formula, charge and spin: 204.1 kJ/mol


Record 5
This record from the Open Molecules 2025 dataset describes a cluster of 14 separate species, H28O14 in total in a non-equilibrium geometry. The level of theory is ωB97M-V/def2-TZVPD.

```
42
Properties=species:S:1:pos:R:3:forces:R:3
H -3.7845 1.4526 1.1768 -0.52 0.45 0.61
O -0.8303 0.4211 -1.4055 -0.25 0.04 -0.26
H -0.0871 -4.0119 0.0890 0.28 -0.17 0.07
H 3.1758 3.0415 2.8799 0.09 0.09 -0.02
O 2.4000 -4.6691 0.2192 1.09 -2.51 -2.82
O -1.4672 4.4195 2.6977 1.23 0.20 -1.01
H -0.3549 -4.5304 -2.7245 -0.19 -0.44 0.75
H 0.2780 -1.0939 2.5720 0.84 0.48 -0.55
H -3.3413 2.6852 0.4172 0.16 0.17 0.02
O -2.6740 -0.5332 0.7621 0.61 0.82 0.11
H -1.3446 3.8180 -0.9538 -0.02 0.17 -0.17
H -2.0319 -0.0059 1.2754 0.41 -0.78 0.61
H -0.0426 4.6379 -0.8536 -0.08 0.04 -0.16
O 0.4005 -0.9956 3.5058 -1.45 -0.88 1.06
H 1.1623 -0.5280 3.8168 0.63 0.46 -0.54
O 0.1543 -3.0934 0.2742 -0.79 -0.13 0.10
H -0.4675 -0.4324 -1.1468 0.08 -0.08 0.08
H 4.0421 -2.2618 -2.5816 -0.03 0.07 -0.31
H -1.3168 4.9280 1.8835 -1.10 0.44 -0.03
O 2.3826 2.5178 3.0269 -0.16 0.11 0.20
O -2.7284 2.7738 -2.3303 0.08 0.52 0.40
H -0.4122 -2.9403 1.0431 0.05 0.35 -0.03
H 3.3013 -0.5580 2.4384 0.57 -0.20 -0.42
O -0.5072 3.8838 -0.4797 0.07 -0.17 0.25
O 0.2193 -3.7773 -2.6046 0.45 0.68 -1.64
O 3.7601 0.2949 2.3763 -0.94 -0.50 0.72
H -0.5743 4.0463 2.6290 -0.22 -0.66 0.98
H 2.2262 -4.2255 0.9867 -0.73 1.92 2.95
H 1.9516 -4.2176 -0.4863 0.08 0.40 -0.22
H 3.1940 0.7984 2.9972 0.49 0.49 -0.49
H 0.2272 -3.3512 -1.7571 -0.40 -0.20 1.07
O -1.5712 -2.3219 -4.0237 -0.45 0.31 0.05
H -3.5108 2.4705 -2.7976 0.07 -0.15 -0.05
H -2.1699 2.0191 -2.1364 -0.14 -0.48 -0.15
H 3.2005 -1.0222 -3.0385 0.15 -0.09 -0.55
O -3.0431 2.0625 1.0941 -0.15 -0.22 -0.41
H -0.0825 0.9713 -1.6743 0.15 0.01 0.25
H 1.6769 2.9895 2.5773 0.02 -0.04 -0.04
H -0.9491 -1.7640 -4.5153 0.08 -0.05 0.00
H -1.0728 -2.7143 -3.2724 0.48 -0.08 -0.19
O 3.5753 -1.4756 -2.2890 -0.18 0.00 0.86
H -2.9637 0.2918 0.3323 -0.36 -0.39 -1.05
```
Forces are in eV/Å.

Properties
- Total charge: +1
- HOMO-LUMO gap (spin up / spin down): 10.699 / 1.963 eV
- 2S+1: 2
- ΔE to the lowest compared entry with this formula, charge and spin: 347.3 kJ/mol
- Expectation value of S²: 0.7563


Record 6
This record from the Open Molecules 2025 dataset describes a cluster of 2 separate species, C2H10NO in total in a non-equilibrium geometry. The level of theory is ωB97M-V/def2-TZVPD.

```
14
Properties=species:S:1:pos:R:3:forces:R:3
H 1.1967 -0.4653 0.3349 -0.47 0.00 0.45
H 1.1475 1.3155 0.5555 -0.57 -0.12 0.32
H -2.8854 -0.8245 0.9348 0.05 0.12 -0.33
O -0.4579 0.4630 -0.4607 -1.22 -0.64 0.79
H 1.4777 1.3330 -2.0506 -0.05 0.20 0.52
C 1.8774 0.6282 -1.2977 -1.63 -0.17 -1.87
H -0.7345 0.7222 -1.3454 0.77 0.16 -0.08
H -2.1579 -0.6904 2.4285 0.06 0.51 -0.28
H -1.1806 -0.6123 1.0276 -0.39 0.57 -0.53
H 2.9056 0.9512 -1.1769 -0.01 -0.25 0.80
N -2.0344 -1.0036 1.4589 0.41 -0.73 1.32
H 1.8305 -0.2982 -1.8804 0.48 -0.13 0.23
C 0.9000 0.4862 -0.1114 2.75 0.75 -0.88
H -1.8846 -2.0049 1.5830 -0.17 -0.27 -0.46
```
Forces are in eV/Å.

Properties
- Total charge: +1
- HOMO-LUMO gap: 10.501 eV
- ΔE to the lowest compared entry with this formula, charge and spin: 94.8 kJ/mol


> Which of these has the highest ΔE to the lowest compared entry with this formula, charge and spin?

C5H8N


> ΔE to the lowest compared entry with this formula, charge and spin of number 1 (C19H22N2SSr)?

12.8 kJ/mol


> The lowest ΔE to the lowest compared entry with this formula, charge and spin belongs to which entry?

C19H22N2SSr


Repeat the second record exactly.
This record from the Open Molecules 2025 dataset describes a cluster of 2 separate species, C5H8N in total in a non-equilibrium geometry. The level of theory is ωB97M-V/def2-TZVPD.

```
14
Properties=species:S:1:pos:R:3:forces:R:3
C 1.1216 -0.3231 -1.0866 2.98 -4.30 -3.22
C 3.0451 -0.0464 0.6581 0.63 0.15 0.54
N 0.3481 0.0776 0.0366 1.73 2.48 0.24
C 1.8697 0.0604 0.1554 -2.71 -0.82 -1.19
H 1.1959 -1.8555 -1.5223 -0.56 4.52 1.66
H -0.7090 -0.6940 1.6963 0.30 0.16 0.88
C -0.2609 1.4362 0.2005 2.25 0.96 -2.30
H -0.0803 1.6803 1.1815 0.22 0.69 2.31
H 0.1537 2.2456 -0.4546 0.26 -1.16 0.45
C -0.4091 -0.9481 0.7088 0.08 -2.54 -2.17
H 1.4090 0.1827 -2.0586 -1.30 0.14 1.50
H 0.2826 -1.8566 0.5401 -1.82 0.97 1.00
H -1.2614 1.4277 -0.0196 -2.58 -0.59 -0.40
H -1.3202 -0.9748 0.0596 0.52 -0.65 0.70
```
Forces are in eV/Å.

Properties
- Total charge: +1
- HOMO-LUMO gap: 9.379 eV
- ΔE to the lowest compared entry with this formula, charge and spin: 894.2 kJ/mol